No. 1
Density functional theory data (ωB97M-V/def2-TZVPD) for a molecular structure, C38H33BCaNO2P2Se in a non-equilibrium geometry.

As for the total charge: -1. The calculation puts the total energy at -148567.2179 eV. The spin multiplicity is 1.

Each line ends with the Mulliken charge.
Geometry (Å):
Ca1 3.0738 -0.5511 -0.8767  0.4894
C1 -0.3019 -0.7166 0.7303  -1.4774
N1 -0.2699 0.6613 1.2200  1.5911
C2 0.7291 1.6545 0.8608  -0.2299
P1 1.2514 1.9466 -0.9095  0.6970
C3 -0.3380 2.0065 -1.8086  0.4941
C4 -0.4906 1.1082 -2.8659  -0.2937
C5 -1.6328 1.1753 -3.6953  -0.4396
C6 -2.6475 2.0404 -3.3390  -0.4611
C7 -2.5373 2.8715 -2.1862  -1.0078
C8 -1.3862 2.8860 -1.4302  -0.2982
C9 1.6526 3.7269 -0.7487  0.4141
C10 1.1353 4.7689 -1.5220  -0.4172
C11 1.6226 6.0539 -1.3926  -0.6091
C12 2.6051 6.3670 -0.4357  -0.5150
C13 3.0610 5.3598 0.4104  -0.7220
C14 2.6527 4.0292 0.2105  0.0819
C15 -1.3396 1.0243 2.0700  0.5867
C16 -2.6747 0.5930 1.7752  -0.4583
C17 -3.7412 1.0817 2.4834  -0.5255
C18 -3.5283 1.9430 3.5921  -0.5314
C19 -2.2020 2.3176 3.8752  -0.9285
C20 -1.1081 1.8115 3.1882  -0.2256
P2 1.1667 -1.8928 1.2484  0.1033
C21 0.4679 -3.6070 1.1116  0.3988
C22 0.9793 -4.6477 1.8653  -0.3653
C23 0.4262 -5.9400 1.7542  -0.4952
C24 -0.6558 -6.2002 0.8924  -0.6618
C25 -1.1148 -5.1218 0.0933  -0.5754
C26 -0.5284 -3.8560 0.1556  -0.1632
C27 1.1395 -1.5827 3.0712  0.4350
C28 1.8368 -0.4662 3.5519  0.2930
C29 2.0138 -0.2351 4.9084  -0.9302
C30 1.5043 -1.1727 5.8422  -0.4623
C31 0.7766 -2.2655 5.3671  -0.7078
C32 0.4960 -2.3973 4.0035  -0.4587
H1 -0.4076 -0.7498 -0.3646  0.3733
H2 -1.1882 -1.2219 1.1113  0.6393
H3 1.7567 1.3042 1.1581  -1.3801
H4 0.5695 2.5813 1.4585  0.5299
H5 0.3492 0.4262 -3.1021  0.1907
H6 -1.6690 0.5604 -4.5999  0.3662
H7 -3.5886 2.0429 -3.8622  0.3900
H8 -3.3632 3.4841 -1.9228  0.4561
H9 -1.1479 3.6292 -0.6829  0.6105
H10 0.3937 4.5098 -2.2760  0.3650
H11 1.3047 6.8023 -2.0944  0.3758
H12 3.0458 7.3206 -0.3890  0.4281
H13 3.7902 5.6049 1.1831  0.3875
H14 3.1759 3.2048 0.7618  -0.3651
H15 -2.8298 -0.1033 0.9504  0.2901
H16 -4.7426 0.7778 2.1457  0.3425
H17 -4.3565 2.3589 4.1490  0.3810
H18 -2.0960 3.0068 4.6807  0.4157
H19 -0.1017 2.1611 3.4720  0.4121
H20 1.6885 -4.4992 2.6499  0.5568
H21 0.8742 -6.7633 2.2947  0.3829
H22 -1.0794 -7.1817 0.7540  0.3833
H23 -1.8788 -5.2906 -0.6662  0.3309
H24 -0.9243 -3.0333 -0.4527  0.1593
H25 2.2848 0.2367 2.8427  -0.0938
H26 2.5772 0.5947 5.2219  0.5569
H27 1.7024 -1.0992 6.9049  0.3867
H28 0.3765 -3.0280 6.0335  0.3539
H29 -0.1907 -3.1515 3.6593  0.6208
O1 0.8725 -2.6698 -2.6956  -0.1037
B1 2.0224 -1.8023 -2.8735  -0.0167
O2 2.0135 -1.2841 -4.2222  -0.7711
C33 0.7516 -1.5714 -4.7721  0.6950
C34 0.4383 -1.3804 -6.0957  -1.1764
C35 -0.6188 -2.2125 -6.4948  -0.3349
C36 -1.3131 -3.0932 -5.6623  -0.6104
C37 -0.9488 -3.3017 -4.3410  -0.6772
C38 0.0552 -2.4722 -3.8643  1.0928
H30 0.8677 -0.6334 -6.7819  0.3798
H31 -0.9152 -2.2016 -7.5481  0.3049
H32 -2.1695 -3.5956 -6.0897  0.3907
H33 -1.5226 -4.0365 -3.7353  0.3727
Se1 4.0488 0.9952 1.0868  -1.0153

No. 2
Density functional theory data (ωB97M-V/def2-TZVPD) for a molecular structure, C38H33BCl3F5InN6O3SSbSi in a non-equilibrium geometry.

Its energy above the lowest of the compared OMol25 structures with the same formula, charge and spin is 2.872 eV. The spin multiplicity is 1.

Each line ends with the Mulliken charge.
Geometry (Å):
In1 0.1524 -2.4101 -1.5142  0.6692
O1 -0.9687 -2.9163 0.3780  -0.6608
C1 -1.6504 -3.8841 0.8893  0.6144
C2 -2.0715 -3.7804 2.2390  -0.5403
C3 -2.6695 -4.8414 2.8987  -0.6531
C4 -3.0130 -5.9930 2.1706  -0.6406
C5 -2.6446 -6.1065 0.8716  -0.7800
C6 -1.9366 -5.0815 0.1751  0.7456
C7 -1.3163 -5.3626 -1.0549  0.4332
N1 -0.4505 -4.6173 -1.7724  -0.1062
C8 -0.3134 -5.1788 -3.0170  -0.2797
C9 -1.0272 -6.3350 -3.1023  -0.6943
N2 -1.5082 -6.5102 -1.7980  -0.0480
H1 -1.8881 -2.7849 2.6963  0.3613
H2 -2.8681 -4.7388 3.9393  0.4341
H3 -3.4798 -6.8406 2.6877  0.3559
H4 -2.8043 -7.0936 0.3150  0.0478
H5 0.2208 -4.6608 -3.8069  0.4497
H6 -0.9566 -7.1940 -3.7569  0.3681
H7 -2.1387 -7.2395 -1.5585  0.1552
F1 -0.5784 5.7819 7.1284  -0.2868
C10 -0.1613 4.7421 6.3794  0.4597
C11 0.9334 4.9238 5.5558  -0.5967
C12 1.1147 3.9859 4.5352  -0.2086
C13 0.4241 2.7747 4.5669  0.1092
C14 -0.4777 2.5130 5.6249  -0.5045
C15 -0.8139 3.4971 6.5105  -0.6015
Sb1 0.6313 1.2999 3.0789  0.9352
C16 2.6457 1.7530 2.4017  -0.3304
C17 2.7062 2.7827 1.4185  -0.0816
C18 3.8223 2.9593 0.5711  -1.1303
C19 4.9167 2.1792 0.9305  0.4691
F2 6.0595 2.3917 0.1994  -0.3510
C20 4.9698 1.2618 1.9793  -0.8591
C21 3.7714 1.0385 2.6924  0.2800
C22 1.1555 -0.4084 4.3917  -0.4827
C23 1.1481 -1.5610 3.6736  -0.2154
C24 1.9235 -2.6571 4.0704  -0.5290
C25 2.6686 -2.5218 5.2680  0.3155
F3 3.5359 -3.4846 5.6841  -0.3402
C26 2.3721 -1.4727 6.1792  -0.5066
C27 1.6258 -0.4071 5.7336  -0.2270
H8 1.5893 5.8165 5.6592  0.3547
H9 1.8641 4.0974 3.7501  0.2701
H10 -0.8024 1.4540 5.7352  0.3816
H11 -1.6796 3.3162 7.1917  0.3257
H12 1.9063 3.5258 1.3903  0.4172
H13 3.9314 3.7376 -0.1783  0.4710
H14 5.8848 0.7854 2.2279  0.5960
H15 3.7547 0.3723 3.5870  0.2247
H16 0.4950 -1.7421 2.7828  0.3698
H17 2.0356 -3.5375 3.4129  0.5411
H18 2.8055 -1.3589 7.2126  0.3001
H19 1.5601 0.5087 6.3397  0.3928
O2 -0.2774 2.3661 -6.9553  -0.5295
C28 -1.4270 3.1092 -6.7062  -0.4340
N3 -1.4461 3.9022 -5.5014  -0.1560
C29 -0.6435 3.7289 -4.4190  0.6881
O3 0.3060 2.9077 -4.3924  -0.7397
C30 -1.0364 4.4437 -3.1431  0.3760
C31 -1.4156 5.7604 -3.1125  -0.2515
C32 -1.6170 6.3573 -1.8637  -0.5729
C33 -1.5842 5.5171 -0.7783  -0.3458
N4 -1.2466 4.2363 -0.8136  -0.4760
C34 -0.9391 3.6714 -1.9612  -0.5936
H20 0.1078 2.1485 -6.1040  0.3915
H21 -2.2895 2.4268 -6.5659  0.3010
H22 -1.4863 3.7530 -7.5726  0.3325
H23 -2.1624 4.6341 -5.4892  0.1912
H24 -1.5341 6.3415 -4.0216  0.4163
H25 -1.7643 7.4425 -1.7325  0.3750
H26 -1.8513 5.7789 0.2209  0.4313
H27 -0.5242 2.6561 -1.9365  0.6111
Cl1 3.8152 -1.9764 -3.7081  -0.2796
Si1 2.6115 -1.1805 -2.2312  0.0765
Cl2 2.4712 0.9682 -2.4661  -0.2608
Cl3 5.9852 -2.2731 -0.0385  -0.1886
F4 4.4844 -1.9626 2.1180  0.0412
B1 5.2912 -2.7959 1.4565  0.4158
F5 5.3679 -4.0508 1.9679  -0.2288
C35 -4.9383 -1.3707 -4.0837  -0.9665
N5 -3.5613 -1.2592 -4.5561  0.1629
C36 -3.1949 -0.7951 -5.8460  -0.5233
C37 -1.9407 -0.3742 -5.7754  -0.5102
N6 -1.4710 -0.6174 -4.4754  0.3373
C38 -2.4939 -1.1493 -3.7020  0.1758
S1 -2.4608 -1.6873 -2.1396  -0.5488
H28 -5.3913 -0.3800 -3.9548  0.3161
H29 -4.8952 -1.8643 -3.1380  0.3546
H30 -5.5071 -1.9838 -4.8095  0.3274
H31 -3.9737 -0.6837 -6.5616  0.4449
H32 -1.2888 0.0176 -6.5516  0.5834
H33 -0.4839 -0.5407 -4.2209  0.0619